A.
Here is a single C4H5NO molecule from the Open Molecules 2025 dataset. Energies are from ωB97M-V with the def2-TZVPD basis set.

The HOMO-LUMO gap (spin up / spin down) comes out at 7.1 / 7.1 eV.

The geometry in ORCA input format:
```
! wB97M-V def2-TZVPD RIJCOSX def2/J DEFGRID3
* xyz 0 1
C -2.5001 -0.8633 0.8066
O 1.0936 -1.0298 -0.2730
C -0.1387 -0.6833 -0.5145
N -0.9422 0.1474 -0.3550
H -3.5192 -0.7313 1.1146
C 1.5153 -0.2970 0.9049
H 1.6059 0.7422 0.7447
C -2.1670 0.2576 0.1303
H 2.4328 -0.7831 1.0136
H 0.8144 -0.4646 1.6392
H -2.6942 1.2511 -0.0047
*
```

natural (NBO) population analysis, charges in e, atoms 1 to 5:
1. C -0.378
2. O -0.440
3. C 0.732
4. N -0.285
5. H 0.115



B.
Here is a single C4H5NO molecule from the Open Molecules 2025 dataset. Energies are from ωB97M-V with the def2-TZVPD basis set.

As for the SMILES: CC(=O)CC#N. The HOMO-LUMO gap comes out at 11.0 eV.

The geometry in ORCA input format:
```
! wB97M-V def2-TZVPD RIJCOSX def2/J DEFGRID3
* xyz 0 1
N -1.9266 -2.5475 -0.1390
H 1.7909 0.8767 1.4221
C -1.4191 -1.5399 -0.3904
H 1.3233 1.8142 -0.0145
O -0.7112 0.3700 1.5928
H -1.4830 0.4523 -1.0508
H -0.0177 -0.4332 -1.5032
C -0.0819 0.3075 0.5660
H 1.9329 0.1649 -0.2166
C 1.3350 0.8120 0.4321
C -0.7426 -0.2771 -0.6985
*
```

natural (NBO) population analysis, charges in e, atoms 1 to 5:
1. N -0.301
2. H 0.249
3. C 0.287
4. H 0.245
5. O -0.501



C.
Here is a single C4H5NO molecule from the Open Molecules 2025 dataset. Energies are from ωB97M-V with the def2-TZVPD basis set.

As for the SMILES: N#CCCC=O. The HOMO-LUMO gap comes out at 11.2 eV.

The geometry in ORCA input format:
```
! wB97M-V def2-TZVPD RIJCOSX def2/J DEFGRID3
* xyz 0 1
H 0.7767 1.1533 -0.5767
H -1.0609 -0.9993 0.6550
C 0.3214 0.1543 -0.5473
C -1.6597 1.0101 0.6691
O 1.6520 -1.6174 0.3746
H -0.0340 0.0664 1.5939
H 2.1089 -0.8284 -1.4248
C -0.6025 -0.0051 0.6616
H -0.2380 0.0559 -1.4865
C 1.4480 -0.8486 -0.5336
N -2.4811 1.8244 0.6613
*
```

natural (NBO) population analysis, charges in e, atoms 1 to 5:
1. H 0.243
2. H 0.259
3. C -0.502
4. C 0.284
5. O -0.514



Relative stability in hartree, measured from the most stable structure: A 0.2316; B 0.0000; C 0.0028



A.
Here is 2 unconnected molecules or ions with the total composition C7H13N2O from the Open Molecules 2025 dataset. Energies are from ωB97M-V with the def2-TZVPD basis set.

The HOMO-LUMO gap (spin up / spin down) comes out at 7.9 / 8.1 eV.

The geometry in ORCA input format:
```
! wB97M-V def2-TZVPD RIJCOSX def2/J DEFGRID3
* xyz 1 1
C -2.7300 1.3492 -0.0573
H -0.8165 -3.0111 0.4632
C -1.0736 -1.1266 0.3214
H 2.7157 -0.9395 1.0569
C 2.9015 -0.0963 0.3863
H -4.0561 -1.9255 -0.3314
H 1.9846 1.2913 1.5911
C -3.6610 -0.9456 -0.2816
C 2.8411 -0.5460 -1.0649
N -0.6252 0.0766 0.3493
H 3.0099 0.2952 -1.7341
N 1.8698 0.9205 0.6512
H 3.8973 0.3033 0.6086
O -0.3250 -2.1772 0.4736
C -1.4282 1.2168 0.2343
H -4.7196 0.7598 -0.6162
H -3.1051 2.3609 -0.0809
H 1.8793 -0.9956 -1.2916
H 0.4543 0.3299 0.4962
H 1.9677 1.6857 -0.0111
C -3.7457 0.3436 -0.3362
H -0.8522 2.1120 0.4212
H 3.6169 -1.2815 -1.2480
*
```

natural (NBO) population analysis, charges in e, atoms 1 to 5:
1. C -0.251
2. H 0.531
3. C 0.564
4. H 0.199
5. C -0.218



B.
Here is a gas-phase ion, C7H13N2O (charge +1) from the Open Molecules 2025 dataset. Energies are from ωB97M-V with the def2-TZVPD basis set.

The HOMO-LUMO gap comes out at 9.3 eV.

The geometry in ORCA input format:
```
! wB97M-V def2-TZVPD RIJCOSX def2/J DEFGRID3
* xyz 1 1
C -0.9366 -0.8160 -0.0780
H -0.2768 -2.4526 -1.3013
H -0.1235 0.9918 -0.7867
H 2.2534 -2.3973 -0.8996
H -2.1579 1.4803 1.1003
H -3.0292 -0.9128 0.4830
H 3.8496 1.8093 -0.8081
C -2.0426 -1.4954 0.4650
H 1.3731 -0.0274 0.8241
C -2.0987 1.5077 0.0881
H 2.4321 2.1232 0.1499
C 0.1914 -1.6778 -0.6064
H -2.2959 -2.5411 -0.0167
H -2.2491 3.4961 0.0276
O -1.6430 2.8391 -0.2351
H -1.8431 -1.9479 1.5132
N 3.1513 1.4040 -0.1619
C 1.4950 -1.5576 -0.4763
C -1.0034 0.5276 -0.3107
H 2.5462 -1.1869 1.2311
N 2.0748 -0.5725 0.4594
H -2.8998 1.2911 -0.5674
C 3.2327 0.1149 -0.0934
*
```

natural (NBO) population analysis, charges in e, atoms 1 to 5:
1. C -0.107
2. H 0.263
3. H 0.197
4. H 0.281
5. H 0.195



Relative stability in hartree, measured from the most stable structure: A 0.0000; B 0.0181



A.
Here is a gas-phase ion, C6H12N (charge +1) from the Open Molecules 2025 dataset. Energies are from ωB97M-V with the def2-TZVPD basis set.

As for the SMILES: C[C@@H]1C=C[C@@]1(C)[NH3+]. The HOMO-LUMO gap comes out at 10.8 eV.

The geometry in ORCA input format:
```
! wB97M-V def2-TZVPD RIJCOSX def2/J DEFGRID3
* xyz 1 1
H -1.1299 2.7801 0.2036
H 1.7020 1.6001 0.5102
H 0.6847 -0.8863 -2.0010
H -1.0704 1.2403 2.4626
H 2.2704 0.0142 0.1074
H 1.8670 1.1259 -1.1451
H -1.1522 -0.4797 -1.7008
C -0.1440 -0.2939 0.9913
C -0.8002 0.9498 1.5247
H -1.6039 -1.6525 1.8721
C -0.0501 -0.1196 -1.7251
H 0.0872 0.5869 -2.5402
N 1.7068 0.8622 -0.2061
C 0.1885 0.4298 -0.3932
H -2.0437 -1.3464 0.2618
H 0.8511 -0.6490 1.5030
H -0.4644 -2.3018 0.5815
C -0.7043 1.7736 0.4790
C -1.0930 -1.4573 0.9055
*
```

natural (NBO) population analysis, charges in e, atoms 1 to 5:
1. H 0.257
2. H 0.462
3. H 0.239
4. H 0.229
5. H 0.443



B.
Here is a gas-phase ion, C6H12N (charge +1) from the Open Molecules 2025 dataset. Energies are from ωB97M-V with the def2-TZVPD basis set.

As for the SMILES: CCC1([NH2+]C)C=C1. The HOMO-LUMO gap comes out at 11.1 eV.

The geometry in ORCA input format:
```
! wB97M-V def2-TZVPD RIJCOSX def2/J DEFGRID3
* xyz 1 1
H 1.0295 -1.0995 1.7796
C 1.0275 -2.0053 -0.3388
H 1.7471 2.4195 0.0676
H -1.2367 -0.1389 1.2958
H -2.8174 -0.3691 0.8205
H 2.1334 0.9443 0.8309
H -0.2080 1.1876 -1.0754
C -1.2766 -0.6476 -0.6893
H -1.5524 -1.6919 -0.7057
C 1.3172 1.5151 0.4327
C 0.3551 -0.6831 -0.4178
C -1.8898 0.0772 0.4872
C 0.9868 -1.2573 0.7344
H 0.6119 1.8212 1.2253
H 1.1317 0.9679 -1.5315
H -1.5415 -0.2490 -1.6564
H 1.5810 -2.7693 -0.9373
H -2.0568 1.1687 0.3714
N 0.6580 0.8094 -0.6934
*
```

natural (NBO) population analysis, charges in e, atoms 1 to 5:
1. H 0.256
2. C -0.083
3. H 0.240
4. H 0.201
5. H 0.252



Relative stability in hartree, measured from the most stable structure: A 0.0000; B 0.0262



A.
Here is a gas-phase ion, C6H12N (charge +1) from the Open Molecules 2025 dataset. Energies are from ωB97M-V with the def2-TZVPD basis set.

As for the SMILES: C=C1[C@H](C)[N+]1(C)C. The HOMO-LUMO gap comes out at 12.0 eV.

The geometry in ORCA input format:
```
! wB97M-V def2-TZVPD RIJCOSX def2/J DEFGRID3
* xyz 1 1
H 1.6251 -1.0794 -0.6604
H 2.4511 0.9775 -1.4556
C 1.4448 0.9347 -1.2344
H 1.4632 0.8390 2.7897
H 1.2097 1.8960 -0.7699
C 1.1576 -0.1845 -0.3726
H -1.1884 -1.9122 -0.9526
H 0.7429 0.9016 -2.0599
H -1.6991 -1.8287 0.6340
H -1.0228 1.3910 -0.9732
C -1.3840 0.5984 -0.3270
H -0.3699 0.6224 3.0383
C 0.5033 0.5312 2.4147
H -2.2239 0.1344 -0.7985
C -0.8299 -1.7464 -0.0019
H -0.1707 -2.5930 0.4550
H -1.7378 0.9396 0.5757
N -0.2692 -0.3707 0.0445
C 0.5122 0.0222 1.2208
*
```

natural (NBO) population analysis, charges in e, atoms 1 to 5:
1. H 0.240
2. H 0.263
3. C -0.662
4. H 0.261
5. H 0.237



B.
Here is 2 unconnected molecules or ions with the total composition C6H12N from the Open Molecules 2025 dataset. Energies are from ωB97M-V with the def2-TZVPD basis set.

The HOMO-LUMO gap comes out at 4.6 eV.

The geometry in ORCA input format:
```
! wB97M-V def2-TZVPD RIJCOSX def2/J DEFGRID3
* xyz 1 1
H -0.0147 0.3375 3.1229
H -1.9475 0.3774 2.9850
C -2.2237 -0.7093 0.5638
H 0.6269 1.1216 0.0921
H -3.1001 0.8505 -0.3793
H 1.0467 -0.4135 0.8938
H 4.2109 -0.6422 -2.2036
H 3.2436 0.5387 -3.3194
H 0.2410 -0.7157 -0.5765
N 2.8773 0.5209 -1.1196
H -3.3997 -0.6642 -1.3970
C -0.9681 0.2013 2.5387
C -1.0619 -0.1550 1.2009
C 0.2081 -0.0296 0.3869
C 3.3467 0.0582 -2.3284
H -1.8074 0.3769 -1.2315
H 3.9550 0.7420 -1.1606
H -2.9651 -1.2418 1.1849
C -2.6728 -0.0845 -0.7240
*
```

natural (NBO) population analysis, charges in e, atoms 1 to 5:
1. H 0.254
2. H 0.212
3. C 0.294
4. H 0.296
5. H 0.313



C.
Here is a gas-phase ion, C6H12N (charge +1) from the Open Molecules 2025 dataset. Energies are from ωB97M-V with the def2-TZVPD basis set.

As for the SMILES: C=C/C=C/CC[NH3+]. The HOMO-LUMO gap comes out at 9.2 eV.

The geometry in ORCA input format:
```
! wB97M-V def2-TZVPD RIJCOSX def2/J DEFGRID3
* xyz 1 1
C -1.8905 0.7793 1.5820
H -0.3396 -0.6816 1.4760
H 2.1744 0.6740 -0.5011
C -0.6190 0.1776 -0.4739
H -2.3956 1.6603 3.3908
N 2.1107 -0.3236 -0.7174
H -2.8985 0.7574 1.2074
H -1.0906 1.0512 -0.9182
H -0.5964 1.2624 3.1777
H 1.5716 -0.6290 0.1031
H -0.7333 -1.0729 -2.2872
H 3.0277 -0.7507 -0.5811
C 1.2643 -0.5219 -1.9822
H 1.6924 -1.4185 -2.3995
H 1.2133 0.4060 -2.5245
C -1.5945 1.2615 2.7797
C -0.8172 0.0701 0.8461
H 0.0761 -1.7921 -0.7915
C -0.1553 -0.9096 -1.3862
*
```

natural (NBO) population analysis, charges in e, atoms 1 to 5:
1. C -0.261
2. H 0.195
3. H 0.447
4. C -0.276
5. H 0.216



D.
Here is 2 unconnected molecules or ions with the total composition C6H12N from the Open Molecules 2025 dataset. Energies are from ωB97M-V with the def2-TZVPD basis set.

The HOMO-LUMO gap comes out at 4.9 eV.

The geometry in ORCA input format:
```
! wB97M-V def2-TZVPD RIJCOSX def2/J DEFGRID3
* xyz 1 1
C 2.5474 0.0516 0.0997
H -4.4994 -0.4631 -0.8747
H 0.2149 -1.2639 1.6185
N -4.2112 0.8883 0.6794
H 2.3418 -2.0155 0.5575
H -1.0066 0.4828 0.5014
C 1.9018 1.1838 -0.6303
C -0.4907 -0.2743 -0.1397
H 3.5581 -0.2427 -0.1788
H 0.7876 0.9447 -0.5394
C 0.3554 -1.0232 0.5561
C 1.7212 -1.2769 0.0309
H 2.0599 2.1633 -0.2071
H 2.1060 1.2279 -1.6887
H 2.5638 0.1517 1.2041
H 1.6447 -1.6137 -1.0024
C -3.8324 -0.0021 -0.1446
H -5.0037 1.3556 0.2206
H -2.7586 -0.2742 -0.0626
*
```

natural (NBO) population analysis, charges in e, atoms 1 to 5:
1. C -0.401
2. H 0.178
3. H 0.338
4. N -0.587
5. H 0.270



Relative stability in hartree, measured from the most stable structure: A 0.0586; B 0.2069; C 0.0000; D 0.1931



A.
Here is 2 unconnected molecules or ions with the total composition C2H9NO2 from the Open Molecules 2025 dataset. Energies are from ωB97M-V with the def2-TZVPD basis set.

As for the SMILES: NCCO.O. The HOMO-LUMO gap comes out at 10.5 eV.

The geometry in ORCA input format:
```
! wB97M-V def2-TZVPD RIJCOSX def2/J DEFGRID3
* xyz 0 1
H 1.2557 2.0863 0.8452
N 1.0035 3.0817 -1.0560
H -1.2880 -5.2769 -0.0990
H 1.9684 3.4250 -0.8790
H -1.1781 1.6164 0.6709
O -1.0942 -6.1935 0.1053
H 0.1032 -0.6984 0.6959
C 0.9652 1.8367 -0.1039
H -1.8634 -6.2905 0.7454
H 0.2467 3.6299 -0.6798
H 1.5312 0.9901 -0.6783
O -0.3533 -0.0433 1.1664
C -0.4220 1.0657 0.1307
H -0.8748 0.7708 -0.8638
*
```

natural (NBO) population analysis, charges in e, atoms 1 to 5:
1. H 0.181
2. N -0.837
3. H 0.460
4. H 0.367
5. H 0.180



B.
Here is 2 unconnected molecules or ions with the total composition C2H9NO2 from the Open Molecules 2025 dataset. Energies are from ωB97M-V with the def2-TZVPD basis set.

As for the SMILES: NCCO.O. The HOMO-LUMO gap comes out at 10.0 eV.

The geometry in ORCA input format:
```
! wB97M-V def2-TZVPD RIJCOSX def2/J DEFGRID3
* xyz 0 1
C 1.5655 -0.0140 -0.1287
H 2.4963 0.0283 0.4616
H 1.9078 -0.5024 -1.1024
H -1.4226 -0.0505 -1.4535
O -2.2447 0.3635 -1.4343
H -1.1715 -0.9141 1.4520
H 1.2354 -1.2075 1.6180
C 0.6508 -1.0552 0.7080
O -0.3992 -0.4674 1.5655
H 0.3137 -1.9102 0.1623
H -2.2014 1.1563 -1.1860
N 0.7747 1.0868 -0.5288
H 0.1153 1.1967 0.2505
H 1.1573 1.8427 -1.0266
*
```

natural (NBO) population analysis, charges in e, atoms 1 to 5:
1. C -0.227
2. H 0.163
3. H 0.174
4. H 0.474
5. O -0.923



C.
Here is 3 unconnected molecules or ions with the total composition C2H9NO2 from the Open Molecules 2025 dataset. Energies are from ωB97M-V with the def2-TZVPD basis set.

As for the SMILES: C=CN.O.O. The HOMO-LUMO gap comes out at 10.0 eV.

The geometry in ORCA input format:
```
! wB97M-V def2-TZVPD RIJCOSX def2/J DEFGRID3
* xyz 0 1
C 0.4717 -0.4741 -0.0363
C -0.4174 -1.0281 0.8318
O -1.6025 1.0930 -2.3454
H 0.2049 1.8437 2.0003
N 0.7233 -0.8587 -1.4337
H 0.4356 -1.7953 -1.4742
H 1.6377 -0.7007 -1.6737
H 0.8493 0.5935 2.4589
H -1.1029 -1.7270 0.4564
H -1.8599 1.4531 -1.6055
H 1.1590 0.3392 0.3782
H -0.3441 -0.8708 1.9202
H -0.7685 0.7030 -2.2098
O 0.6138 1.4291 2.7328
*
```

natural (NBO) population analysis, charges in e, atoms 1 to 5:
1. C -0.011
2. C -0.501
3. O -0.932
4. H 0.467
5. N -0.831



Relative stability in hartree, measured from the most stable structure: A 0.0092; B 0.0297; C 0.0000